1.
Formula: C18H59N4O10
Source: OMol25
Level of theory: ωB97M-V/def2-TZVPD

Structure (ORCA input):
```
! wB97M-V def2-TZVPD RIJCOSX def2/J DEFGRID3
* xyz 0 2
C 0.682 0.193 -1.343
C 1.225 -1.165 -1.233
O 0.846 -2.040 -2.293
H 0.943 0.733 -2.253
H 0.981 0.860 -0.535
H -0.385 0.386 -1.227
H 0.836 -1.544 -0.288
H 2.295 -1.116 -1.033
C -2.063 -1.159 2.062
C -2.953 -2.368 2.392
C -2.323 -3.331 3.491
O -1.164 -3.935 2.966
C -0.400 -4.676 3.951
N -4.124 -1.584 2.880
H -1.099 -1.623 1.855
H -1.769 -0.591 2.944
H -2.466 -0.621 1.204
H -3.248 -2.989 1.546
H -3.035 -4.072 3.855
H -2.008 -2.775 4.374
H 0.541 -4.864 3.434
H -0.853 -5.594 4.325
H -0.341 -3.999 4.803
H -3.763 -0.968 3.595
H -4.811 -2.158 3.347
C 2.390 -6.709 1.101
C 3.073 -5.446 0.657
C 4.480 -5.540 0.209
O 5.404 -5.901 1.329
C 6.728 -5.452 1.039
N 2.234 -4.843 -0.371
H 1.481 -6.587 1.690
H 3.077 -7.233 1.766
H 2.331 -7.348 0.220
H 3.007 -4.868 1.580
H 4.704 -4.578 -0.253
H 4.482 -6.176 -0.676
H 6.898 -4.378 1.108
H 6.973 -5.703 0.007
H 7.457 -5.811 1.766
H 1.300 -4.673 -0.025
H 2.623 -3.946 -0.625
C -2.691 4.327 2.026
C -2.391 3.206 0.975
C -1.542 2.060 1.554
O -0.387 2.588 2.139
C 0.486 1.660 2.683
N -3.637 2.629 0.499
H -1.812 4.664 2.575
H -3.278 3.955 2.867
H -3.245 5.166 1.605
H -1.952 3.682 0.098
H -1.233 1.340 0.796
H -2.053 1.391 2.247
H 1.138 1.116 2.000
H 0.027 0.907 3.324
H 1.059 2.273 3.378
H -4.246 2.429 1.280
H -3.505 1.865 -0.149
C 0.422 4.483 -1.373
C -0.615 5.138 -2.355
C -1.017 6.536 -1.800
O -2.417 6.827 -2.236
C -3.468 6.638 -1.285
N -0.162 5.086 -3.716
H 0.357 3.414 -1.576
H 0.149 4.548 -0.320
H 1.396 4.928 -1.572
H -1.470 4.466 -2.422
H -0.451 7.430 -2.061
H -1.051 6.439 -0.714
H -4.418 6.794 -1.797
H -3.271 7.328 -0.465
H -3.393 5.623 -0.894
H 0.730 5.559 -3.726
H -0.779 5.694 -4.236
O 0.151 2.162 -4.349
H 1.072 2.294 -4.124
H -0.211 3.046 -4.403
O -1.426 -0.025 -4.467
H -0.703 0.520 -4.156
H -1.797 0.464 -5.201
O 2.896 -2.455 -4.109
H 2.342 -2.193 -3.374
H 3.182 -3.342 -3.889
O 3.315 3.027 -2.112
H 3.906 2.579 -2.716
H 2.569 2.434 -2.021
O -2.244 -1.850 -2.104
H -1.689 -1.552 -1.383
H -2.825 -1.110 -2.280
*
```

The calculation puts the strongest force on any atom at 3.2 eV/Å. The value obtained for the energy above the lowest of the compared OMol25 structures with the same formula, charge and spin is 0.00 kJ/mol. The HOMO energy (spin up / spin down) comes out at -0.34512 / -0.34512 Eh. Its LUMO energy (spin up / spin down) is 0.2 / -2.0 eV. The value obtained for the HOMO-LUMO gap (spin up / spin down) is 9.627 / 7.371 eV.

---

2.
Formula: C18H60BF4N8O10
Source: OMol25
Level of theory: ωB97M-V/def2-TZVPD

Structure (ORCA input):
```
! wB97M-V def2-TZVPD RIJCOSX def2/J DEFGRID3
* xyz -1 1
B 0.569 -0.414 0.402
F 0.333 0.958 0.618
F 1.473 -0.923 1.370
F -0.674 -1.091 0.491
F 1.185 -0.635 -0.824
C 0.820 3.685 -1.575
O 1.793 2.935 -1.720
N 0.773 4.905 -2.156
N -0.250 3.312 -0.838
H 1.590 5.085 -2.718
H 0.192 5.669 -1.877
H -0.095 2.479 -0.273
H -1.139 3.768 -0.789
C -0.477 -1.051 4.571
O -0.810 -1.021 5.757
N -1.347 -1.467 3.587
N 0.706 -0.573 4.109
H -1.203 -1.197 2.627
H -2.194 -1.940 3.825
H 1.301 -0.203 4.826
H 1.044 -0.815 3.181
C 3.164 -3.383 3.007
C 1.949 -4.216 3.369
C 1.445 -3.844 4.782
O 0.328 -4.644 5.116
C -0.124 -4.432 6.446
N 0.941 -4.095 2.333
H 3.517 -3.490 1.981
H 4.047 -3.655 3.594
H 3.046 -2.309 3.180
H 2.290 -5.247 3.511
H 1.096 -2.802 4.724
H 2.229 -3.895 5.545
H 0.621 -4.861 7.121
H -1.031 -5.034 6.510
H -0.392 -3.394 6.648
H 0.034 -4.423 2.649
H 0.813 -3.102 2.146
C -2.965 0.759 -1.731
C -3.219 0.887 -3.229
C -4.512 1.565 -3.645
O -4.675 2.809 -2.972
C -5.620 3.622 -3.665
N -2.080 1.684 -3.801
H -1.883 0.654 -1.596
H -3.334 -0.168 -1.295
H -3.153 1.654 -1.138
H -3.285 -0.123 -3.642
H -5.275 0.844 -3.307
H -4.571 1.639 -4.732
H -5.898 4.428 -2.982
H -6.502 3.007 -3.867
H -5.119 4.051 -4.539
H -2.202 2.606 -3.382
H -2.309 1.906 -4.771
C -0.353 -4.594 -1.468
C -1.396 -3.969 -2.369
C -2.796 -3.938 -1.699
O -3.683 -3.115 -2.402
C -4.989 -3.141 -1.849
N -0.984 -2.548 -2.626
H -0.626 -5.644 -1.311
H -0.284 -4.056 -0.524
H 0.620 -4.583 -1.956
H -1.588 -4.387 -3.363
H -2.618 -3.554 -0.684
H -3.169 -4.975 -1.733
H -4.976 -3.113 -0.759
H -5.433 -4.082 -2.194
H -5.605 -2.345 -2.261
H -1.863 -2.218 -3.026
H -0.979 -2.039 -1.737
C 3.553 4.193 2.780
C 3.096 4.187 1.340
C 3.430 5.393 0.500
O 2.850 6.618 0.872
C 3.238 7.699 0.057
N 3.555 2.970 0.665
H 3.320 3.284 3.333
H 3.148 5.052 3.321
H 4.644 4.278 2.809
H 1.994 4.117 1.318
H 3.132 5.101 -0.520
H 4.517 5.548 0.388
H 2.518 7.847 -0.749
H 4.230 7.531 -0.376
H 3.367 8.571 0.695
H 3.214 2.998 -0.301
H 3.016 2.163 0.975
O 0.476 0.544 -3.451
H -0.412 0.756 -3.812
H 0.329 0.365 -2.518
O 3.073 0.574 -2.742
H 3.800 0.327 -2.160
H 2.619 1.300 -2.275
O 2.910 -2.988 -0.600
H 2.443 -2.385 -0.001
H 2.790 -3.861 -0.211
O 1.767 -1.900 -3.087
H 2.266 -2.158 -2.304
H 0.881 -2.286 -2.951
*
```

The calculation puts the strongest force on any atom at 2.3 eV/Å. The HOMO energy comes out at -0.20468 Eh. Its LUMO energy is 2.2 eV. The value obtained for the HOMO-LUMO gap is 7.756 eV.

---

3.
Formula: C18H60N12O18
Source: OMol25
Level of theory: ωB97M-V/def2-TZVPD

Structure (ORCA input):
```
! wB97M-V def2-TZVPD RIJCOSX def2/J DEFGRID3
* xyz 0 1
C -0.972 -3.573 -3.539
O -0.806 -3.763 -4.716
N -2.266 -3.285 -3.153
N 0.130 -3.601 -2.694
H -2.316 -2.453 -2.594
H -2.824 -3.204 -3.983
H 0.935 -3.713 -3.285
H 0.214 -3.090 -1.843
C 2.728 3.028 -3.754
O 1.869 2.481 -3.092
N 3.106 4.284 -3.620
N 3.360 2.378 -4.816
H 2.839 4.743 -2.735
H 3.623 4.686 -4.372
H 3.268 1.372 -4.833
H 4.248 2.779 -5.034
C 4.539 -2.500 -1.971
O 5.611 -3.072 -2.049
N 4.472 -1.145 -2.396
N 3.307 -2.879 -1.619
H 3.620 -0.782 -2.812
H 5.373 -0.898 -2.779
H 3.257 -3.709 -1.043
H 2.523 -2.253 -1.581
C 1.709 5.028 -0.235
O 2.551 5.488 -1.108
N 0.899 4.002 -0.532
N 1.803 5.302 1.089
H 0.124 3.774 0.071
H 1.066 3.466 -1.374
H 2.159 6.236 1.160
H 1.017 5.083 1.732
C 0.465 2.392 3.094
O -0.137 3.458 3.310
N 1.217 2.117 2.025
N 0.491 1.441 4.052
H 1.831 1.290 2.012
H 1.653 2.893 1.562
H -0.153 1.601 4.807
H 0.731 0.484 3.851
C 0.064 -0.554 -0.931
O 1.013 -1.343 -0.988
N 0.079 0.745 -1.196
N -1.196 -1.097 -0.717
H -0.797 1.196 -1.288
H 0.891 0.974 -1.778
H -1.160 -2.022 -0.287
H -1.847 -0.450 -0.281
C -2.800 3.251 -2.359
C -3.392 3.120 -1.010
O -2.327 3.229 -0.062
O -2.106 2.062 -2.776
H -2.120 4.126 -2.402
H -3.579 3.421 -3.071
H -3.862 2.143 -0.946
H -4.127 3.908 -0.805
H -2.649 3.462 0.834
H -1.781 2.113 -3.696
C 1.365 -2.670 3.380
C 2.690 -1.878 3.160
O 2.447 -0.648 2.576
O 0.381 -2.197 4.306
H 1.498 -3.729 3.654
H 0.811 -2.684 2.421
H 3.326 -2.500 2.552
H 3.190 -1.845 4.173
H 3.017 -0.556 1.763
H -0.402 -2.749 4.343
C -1.041 -5.171 0.577
C -1.968 -5.747 -0.520
O -3.356 -5.459 -0.266
O -0.919 -3.750 0.371
H -0.105 -5.724 0.567
H -1.541 -5.408 1.475
H -1.826 -6.849 -0.452
H -1.762 -5.319 -1.514
H -3.583 -4.524 -0.503
H -0.104 -3.522 0.865
C 4.658 1.275 0.206
C 4.477 2.769 -0.001
O 4.136 3.295 1.286
O 3.511 0.446 0.274
H 5.041 1.218 1.197
H 5.359 0.892 -0.534
H 3.721 2.793 -0.789
H 5.444 3.214 -0.309
H 3.438 3.962 1.314
H 3.284 0.199 -0.618
C -3.001 1.545 3.214
C -3.904 0.797 2.280
O -3.320 0.756 0.960
O -2.780 2.838 2.723
H -2.002 1.057 3.332
H -3.604 1.583 4.135
H -4.968 1.169 2.294
H -3.911 -0.252 2.690
H -2.800 1.583 0.869
H -1.938 3.166 3.020
C -4.617 -2.109 0.678
C -4.983 -3.125 1.737
O -4.662 -2.461 2.935
O -4.798 -2.719 -0.568
H -3.570 -1.792 0.894
H -5.406 -1.334 0.729
H -4.479 -4.084 1.679
H -6.082 -3.244 1.827
H -5.494 -2.524 3.420
H -4.440 -2.155 -1.247
*
```

The calculation puts the strongest force on any atom at 4.4 eV/Å. The value obtained for the energy above the lowest of the compared OMol25 structures with the same formula, charge and spin is 88.85 kJ/mol. The HOMO energy comes out at -0.34531 Eh. Its LUMO energy is 0.2 eV. Its SMILES is NC(N)=O.NC(N)=O.NC(N)=O.NC(N)=O.NC(N)=O.NC(N)=O.OCCO.OCCO.OCCO.OCCO.OCCO.OCCO. The value obtained for the HOMO-LUMO gap is 9.644 eV.

---

4.
Formula: C18H60O18
Source: OMol25
Level of theory: ωB97M-V/def2-TZVPD

Structure (ORCA input):
```
! wB97M-V def2-TZVPD RIJCOSX def2/J DEFGRID3
* xyz 0 1
C 11.410 18.706 15.205
O 12.154 19.804 15.749
C 12.257 19.800 17.118
O 11.774 18.998 17.835
O 12.958 20.842 17.496
C 13.274 20.976 18.846
H 10.753 18.265 15.981
H 12.068 17.921 14.830
H 10.842 19.082 14.366
H 13.853 21.875 18.962
H 13.856 20.080 19.136
H 12.311 21.004 19.360
C 10.028 15.110 13.130
O 10.166 13.722 12.878
C 10.347 12.906 13.898
O 10.423 13.258 15.040
O 10.226 11.640 13.484
C 10.238 10.637 14.471
H 9.640 15.578 12.237
H 10.985 15.517 13.402
H 9.458 15.273 14.026
H 9.199 10.411 14.802
H 10.828 10.894 15.316
H 10.670 9.753 13.984
C 14.218 15.679 13.701
O 14.269 15.028 15.010
H 13.556 16.556 13.697
H 15.218 15.940 13.392
H 13.841 14.932 12.996
H 13.378 14.984 15.343
C 12.265 15.319 17.626
O 11.834 15.248 16.335
H 12.851 16.191 17.753
H 11.508 15.351 18.415
H 12.972 14.502 17.804
H 11.309 14.441 16.198
C 10.273 13.350 8.888
O 10.135 12.107 9.592
H 10.979 14.035 9.339
H 10.560 13.205 7.859
H 9.321 13.875 8.869
H 11.010 11.827 9.904
C 9.650 8.746 10.041
O 10.023 9.579 11.138
H 9.040 7.831 10.396
H 9.057 9.336 9.277
H 10.538 8.348 9.543
H 9.700 10.458 10.976
C 14.079 11.662 15.974
O 13.894 10.807 14.891
H 14.581 12.641 15.766
H 13.175 11.941 16.582
H 14.775 11.153 16.670
H 13.153 11.124 14.325
C 13.177 10.264 11.776
O 12.395 9.424 12.542
H 12.914 10.272 10.729
H 13.247 11.286 12.216
H 14.115 9.746 11.796
H 11.508 9.450 12.179
C 12.921 7.693 16.801
O 12.149 8.803 16.320
H 13.565 7.316 16.034
H 13.506 8.054 17.615
H 12.228 6.950 17.157
H 12.733 9.282 15.753
C 11.326 11.179 18.876
O 11.988 12.470 18.774
H 11.892 10.487 18.242
H 11.472 10.759 19.867
H 10.267 11.235 18.590
H 11.426 13.191 19.052
C 8.506 18.199 8.763
O 7.787 17.329 9.647
H 8.407 17.880 7.674
H 8.139 19.196 8.933
H 9.563 18.201 9.052
H 6.991 17.039 9.138
C 11.884 19.450 11.702
O 11.273 18.206 11.747
H 11.772 20.026 12.648
H 12.943 19.223 11.623
H 11.500 20.062 10.873
H 10.398 18.295 12.152
C 7.728 19.066 13.248
O 8.288 18.010 12.438
H 8.265 19.195 14.144
H 7.833 20.047 12.733
H 6.641 18.917 13.357
H 7.781 17.837 11.638
C 5.162 10.416 17.098
O 6.569 10.282 16.793
H 4.833 10.114 18.089
H 4.891 11.461 16.891
H 4.743 9.860 16.245
H 7.054 10.402 17.664
*
```

The calculation puts the strongest force on any atom at 3.0 eV/Å. The value obtained for the energy above the lowest of the compared OMol25 structures with the same formula, charge and spin is 145.49 kJ/mol. The HOMO energy comes out at -0.34848 Eh. Its LUMO energy is 0.3 eV. The value obtained for the HOMO-LUMO gap is 9.792 eV.